No. 1
The following is a DFT calculation (wB97M-V/def2-TZVPD) of a structure of composition C39H50Cl3GeInN2O6.

```
102
Properties=species:S:1:pos:R:3:forces:R:3:lowdin_spin:R:1
In -0.749287 -1.024941 1.822504 -0.28 0.26 -0.40 0.00
C 3.439860 1.629420 -3.792947 0.00 -0.02 0.01 0.01
C 2.054168 1.110987 -4.207690 0.03 -0.03 -0.01 0.01
C 1.101008 2.301665 -4.413105 0.01 0.01 0.00 0.01
C 2.195462 0.365797 -5.536920 0.01 0.00 0.01 0.00
C 1.473646 0.240530 -3.098324 -0.04 0.00 -0.02 0.12
C 1.383919 0.737738 -1.832359 0.04 -0.02 -0.02 -0.04
C 0.754314 -0.018985 -0.819546 0.01 -0.03 0.12 0.09
N 0.585669 0.301077 0.444259 -0.27 0.07 -0.24 -0.11
C 0.816206 1.498292 1.027464 0.16 -0.03 0.17 0.15
C 0.768841 2.746735 0.411388 0.00 -0.12 -0.01 -0.02
C 1.087860 3.870294 1.134841 0.03 0.06 0.16 0.17
C 1.496912 3.723869 2.508315 0.00 0.05 -0.09 -0.02
C 1.487418 2.566583 3.215203 -0.06 -0.01 -0.02 0.08
C 1.063840 1.367603 2.489648 0.22 0.05 -0.20 0.08
O 0.946837 0.238701 2.996850 -0.22 -0.18 0.19 0.18
C 1.767924 2.537044 4.712339 0.00 -0.03 0.01 0.01
C 2.652460 1.344496 5.109016 0.03 -0.04 -0.06 0.00
C 2.498823 3.804378 5.169659 0.00 -0.01 0.01 0.00
C 0.398258 2.475497 5.419611 -0.01 0.00 -0.02 0.01
C 0.986662 5.271356 0.563882 -0.01 -0.02 -0.01 0.02
C 2.331106 5.996704 0.738180 0.01 -0.02 -0.01 0.01
C -0.114016 6.019056 1.337469 0.00 -0.01 0.01 0.01
C 0.626915 5.261250 -0.921494 -0.01 0.00 0.00 0.00
C 0.265340 -1.408489 -1.129032 -0.03 -0.05 -0.04 0.05
O -0.331196 -2.018368 -0.242459 -0.06 0.01 0.01 0.13
C 0.506737 -1.966103 -2.462175 0.00 0.03 0.07 0.06
C 1.021883 -1.112689 -3.374978 0.01 0.03 -0.01 -0.03
C 0.204395 -3.429262 -2.753020 -0.04 0.00 0.02 0.01
C -1.287576 -3.733451 -2.548683 -0.02 0.04 -0.03 0.00
C 1.044119 -4.299808 -1.801785 0.02 0.02 0.02 0.00
C 0.578467 -3.785088 -4.191791 0.02 -0.01 -0.01 0.00
H 3.848472 2.244977 -4.594943 0.00 0.01 0.01 0.00
H 4.131464 0.804813 -3.613341 0.00 0.00 0.00 0.00
H 3.400970 2.244366 -2.893347 0.00 0.00 -0.01 0.00
H 1.483839 2.942058 -5.208993 0.00 0.00 0.00 0.00
H 1.012410 2.903457 -3.506801 0.00 0.00 0.00 0.00
H 0.102912 1.964463 -4.698034 0.00 0.00 0.00 0.00
H 2.651724 1.031937 -6.268830 -0.02 0.00 -0.01 0.00
H 1.229264 0.053668 -5.936948 0.00 -0.01 0.00 0.00
H 2.839179 -0.511339 -5.448285 0.01 0.01 -0.01 0.00
H 1.818392 1.693914 -1.590397 -0.05 0.03 -0.01 0.00
H 0.409421 2.820652 -0.602580 0.05 0.02 -0.02 0.00
H 1.792245 4.627135 3.019433 -0.02 0.02 0.01 0.00
H 3.621703 1.400875 4.607943 0.00 0.00 0.01 0.00
H 2.211590 0.381208 4.871061 0.00 0.03 0.02 0.00
H 2.831660 1.381190 6.184095 0.01 0.01 0.00 0.00
H 3.420766 3.964449 4.606531 0.01 -0.02 0.02 0.00
H 2.767337 3.693379 6.220312 -0.02 0.01 0.00 0.00
H 1.878693 4.698462 5.092283 0.00 0.00 -0.02 0.00
H -0.305415 1.826112 4.898899 0.03 -0.04 0.03 0.00
H -0.050105 3.469423 5.460252 -0.02 -0.01 -0.03 0.00
H 0.514674 2.111397 6.441994 0.01 0.04 0.01 0.00
H 2.588004 6.153292 1.785419 0.00 0.00 0.00 0.00
H 2.274085 6.977623 0.265274 0.00 0.00 0.01 0.00
H 3.143792 5.439665 0.268099 0.00 0.01 -0.02 0.00
H 0.116815 6.094333 2.400698 0.00 0.01 0.00 0.00
H -1.075409 5.513288 1.234904 0.00 0.01 -0.01 0.00
H -0.213198 7.030815 0.942223 0.01 0.00 0.01 0.00
H 1.389065 4.751749 -1.516971 0.00 0.00 0.00 0.00
H 0.560051 6.287801 -1.281179 0.01 0.00 -0.01 0.00
H -0.339997 4.789149 -1.105838 0.00 0.01 0.00 0.00
H 1.161325 -1.473015 -4.381213 0.01 0.01 0.00 0.00
H -1.575577 -3.687861 -1.503510 0.01 -0.02 0.03 0.00
H -1.493761 -4.743194 -2.908073 -0.01 0.00 0.00 0.00
H -1.914555 -3.039281 -3.114273 0.00 -0.01 0.00 0.00
H 0.768994 -4.135664 -0.760759 -0.01 -0.01 0.00 0.00
H 2.111131 -4.098066 -1.921213 0.00 -0.01 -0.02 0.00
H 0.871240 -5.351497 -2.033278 -0.01 0.00 0.00 0.00
H -0.031088 -3.241423 -4.916986 0.00 0.00 0.00 0.00
H 0.399381 -4.848842 -4.345377 -0.01 0.00 -0.01 0.00
H 1.633035 -3.596100 -4.405255 0.00 -0.01 0.01 0.00
C -0.063666 -5.750560 4.421814 0.00 0.01 -0.02 0.00
C -0.698066 -5.245570 3.122091 0.04 0.04 0.06 0.00
C -0.213434 -3.932313 2.742300 0.02 -0.09 -0.09 0.00
N 0.177051 -2.887254 2.468505 0.09 0.11 0.22 0.00
H -0.606007 -6.632938 4.753940 0.02 -0.02 -0.01 0.00
H -0.119283 -4.994805 5.202083 -0.03 -0.01 0.01 0.00
H 0.980555 -6.019230 4.272311 0.00 0.02 0.00 0.00
H -1.781142 -5.126121 3.200054 -0.01 0.03 -0.01 0.00
H -0.518970 -5.911773 2.277159 -0.03 0.01 -0.02 0.00
O -2.388667 -4.056094 0.897893 -0.07 0.02 0.03 0.00
C -2.820271 -2.915226 0.798844 0.12 -0.21 0.23 0.00
O -2.579184 -1.970795 1.679037 0.27 0.10 -0.31 0.00
C -3.675817 -2.516473 -0.358012 -0.17 -0.04 0.04 0.00
C -3.683150 -1.208957 -0.819508 -0.05 0.05 0.00 0.00
C -4.441178 -0.833211 -1.934338 0.02 -0.02 0.04 0.00
C -5.195792 -1.816095 -2.523545 -0.02 0.07 -0.04 0.00
O -6.031357 -1.704173 -3.593027 0.01 -0.06 -0.01 0.00
C -6.599901 -3.003500 -3.795377 0.00 0.01 0.01 0.00
O -6.047907 -3.879354 -2.812041 0.00 0.04 -0.03 0.00
C -5.204285 -3.119499 -2.052073 0.00 -0.08 0.00 0.00
C -4.450748 -3.508900 -0.979950 0.09 0.01 -0.06 0.00
H -3.111033 -0.454690 -0.293234 -0.03 -0.01 0.04 0.00
H -4.459762 0.184119 -2.299000 0.01 0.00 0.00 0.00
H -6.336109 -3.361592 -4.791173 0.01 0.00 0.00 0.00
H -7.681826 -2.947534 -3.670344 0.00 0.01 0.02 0.00
H -4.439157 -4.527494 -0.619180 0.01 0.00 0.01 0.00
Cl 1.297523 -2.446595 5.835930 -0.03 0.03 -0.03 0.00
Ge -0.370376 -1.051217 5.526314 -0.08 -0.09 0.27 0.00
Cl -2.003130 -2.499712 5.236909 0.10 0.04 -0.06 0.00
Cl -1.976410 0.956296 2.388300 0.12 -0.09 0.09 0.01
```
Positions in Å, forces in eV/Å.

Summary:
HOMO level (spin up / spin down) in eV: -9.97 / -9.97
Lowest unoccupied orbital energy (spin up / spin down) in eV: -5.20 / -5.65
ΔE to the lowest compared entry with this formula, charge and spin in kcal per mole: 46.8
Gap between HOMO and LUMO (spin up / spin down) in Ha: 0.1753 / 0.1588
Total charge: +1
Total energy in eV: -155774.812
2S+1: 2
Maximum force in eV/A: 0.55

=====

No. 2
The following is a DFT calculation (wB97M-V/def2-TZVPD) of a structure of composition C39H50ClN7O6PY.

```
105
Properties=species:S:1:pos:R:3:forces:R:3:mulliken_charge:R:1
Y -0.061458 -1.264790 0.653590 0.55 -0.19 0.49 -0.54
O -2.088101 -0.716257 2.000064 0.36 -0.23 -0.02 -0.68
C -2.063773 -1.537950 2.981683 0.16 0.11 0.02 0.76
C -3.008199 -2.511550 3.219601 -0.03 0.03 0.06 -1.37
C -2.812709 -3.729244 3.958430 -0.14 0.08 -0.11 -0.03
C -1.717475 -4.146845 4.621873 0.04 0.07 -0.06 -1.38
C -0.537139 -3.263272 4.766832 -0.08 -0.01 0.10 -0.25
C 0.131245 -2.611901 3.456194 -0.20 0.08 0.07 1.23
C 1.607595 -2.446936 3.750480 -0.11 -0.16 -0.07 -0.50
N 2.168771 -1.493260 4.357621 0.15 0.08 -0.05 -0.33
C 3.624658 -1.414478 4.355178 -0.07 0.09 0.02 -0.92
C 4.435403 -2.428248 3.553406 -0.06 0.07 -0.16 -0.70
N 4.082833 -2.386975 2.136181 0.05 -0.15 0.08 -0.14
C 4.064101 -3.511742 1.549794 -0.09 0.08 -0.15 -0.15
C 3.645379 -3.825441 0.174924 0.21 -0.08 0.22 0.39
C 4.256159 -4.946757 -0.396770 0.05 -0.03 -0.01 -0.55
C 3.956054 -5.403969 -1.665161 -0.11 0.14 0.04 -0.81
C 2.957056 -4.720476 -2.372893 0.01 -0.01 0.00 -0.74
C 2.301883 -3.642301 -1.825303 0.04 -0.06 -0.05 -0.30
C 2.604879 -3.144525 -0.524695 0.01 0.18 0.05 0.06
O 1.963605 -2.151886 -0.032750 -0.44 0.23 -0.07 0.11
H -3.860295 -2.468150 2.548844 -0.01 -0.05 0.00 0.31
H -3.649019 -4.425465 3.911847 0.01 0.00 0.01 0.32
H -1.702058 -5.127112 5.084266 0.02 0.00 0.02 0.31
H 0.187484 -3.666299 5.481385 0.02 -0.01 -0.02 0.54
H 2.157698 -3.269421 3.288283 -0.02 0.00 -0.02 0.55
H 3.971722 -1.417403 5.394793 -0.01 -0.03 0.02 0.42
H 3.869178 -0.421997 3.959776 -0.01 0.00 0.00 0.36
H 4.327616 -3.441599 3.968310 0.00 -0.03 0.02 0.36
H 5.487732 -2.140784 3.672665 0.02 0.00 -0.03 0.36
H 4.384777 -4.408402 2.111403 -0.02 -0.04 0.02 0.19
H 5.002824 -5.468716 0.198035 0.00 -0.01 -0.02 0.31
H 4.454103 -6.270583 -2.081051 0.00 0.00 -0.02 0.34
H 2.669976 -5.056677 -3.364907 0.02 -0.01 0.00 0.40
H 1.499058 -3.149189 -2.359709 0.01 -0.01 0.00 0.33
O 2.828442 2.673710 1.508443 0.02 -0.11 -0.16 -0.55
C 2.119423 1.506194 1.469616 -0.29 0.05 0.35 -0.01
O 2.294329 0.688198 0.619084 0.09 -0.07 0.06 -0.37
C 1.171872 1.377357 2.633127 0.23 -0.05 -0.23 -0.13
C 1.102970 2.341910 3.617999 -0.04 0.05 0.12 -0.70
C 0.305142 2.079310 4.730115 0.04 0.05 -0.03 -1.01
C -0.332013 0.864009 4.828757 0.05 -0.01 0.05 -0.76
C -0.190904 -0.049988 3.787444 -0.22 -0.21 -0.05 -0.44
N 0.503733 0.228519 2.690854 0.15 -0.02 0.18 2.10
C -0.783371 -1.423890 3.858146 -0.10 0.21 0.08 1.88
O -0.938632 -1.908918 5.190856 0.09 -0.16 0.00 -0.78
O -0.015129 -3.055316 2.191326 0.16 0.27 0.14 -1.27
H 3.381013 2.623022 0.714493 0.03 0.08 0.04 0.46
H 1.668231 3.256510 3.520349 -0.01 0.01 0.01 0.57
H 0.215892 2.813917 5.522107 0.00 0.01 -0.01 0.40
H -0.911550 0.577191 5.695144 0.00 0.01 0.00 0.55
Cl -1.078234 -2.423544 -2.476414 -0.16 -0.24 0.14 -0.32
C -1.480376 -2.673419 -0.643639 -0.26 -0.34 -0.62 -0.87
H -1.299694 -3.740843 -0.493502 0.00 -0.02 -0.05 0.52
H -2.560850 -2.517571 -0.588436 -0.02 0.01 -0.08 0.48
N -0.460343 0.731831 -0.233643 0.07 0.12 -0.53 0.21
P -0.894572 1.421532 -1.511029 0.06 0.21 0.72 -1.59
N -0.178231 0.886103 -2.926183 -0.05 0.03 -0.35 1.33
C -0.594139 1.282377 -4.263040 0.06 -0.10 -0.01 -0.71
C 0.594062 1.808657 -5.060404 0.02 0.02 0.02 -0.92
C 1.619129 0.680462 -5.278491 0.00 0.01 0.01 -0.73
C 1.516203 -0.369001 -4.161300 0.01 -0.04 -0.02 -1.18
C 1.150115 0.270266 -2.832162 0.00 0.01 0.00 0.90
N -2.535188 1.481652 -1.943728 -0.32 0.07 -0.13 0.72
C -3.129963 0.275852 -2.523037 0.07 -0.02 0.09 0.04
C -4.483071 0.611654 -3.133019 0.00 0.06 -0.07 -1.16
C -5.420071 1.183901 -2.074011 0.02 -0.06 0.07 -0.82
C -4.752829 2.360072 -1.366443 -0.03 0.04 -0.01 -1.10
C -3.380438 1.965198 -0.838774 0.12 -0.04 -0.09 -0.08
N -0.644758 3.118170 -1.398727 -0.03 0.05 -0.14 0.53
C -1.061941 4.093581 -2.382967 0.01 -0.06 0.06 -0.57
C -1.706874 5.304392 -1.682917 -0.03 0.04 0.01 -0.69
C -1.089367 5.520489 -0.294012 -0.02 -0.02 0.00 -0.73
C 0.369265 5.084054 -0.322065 0.05 0.02 0.01 -1.05
C 0.450641 3.570218 -0.558325 -0.03 0.00 0.03 0.25
H -1.386818 2.023222 -4.194491 0.00 0.03 0.03 0.57
H -1.028106 0.427226 -4.807114 0.01 -0.01 0.01 0.35
H 1.044737 2.626793 -4.490188 0.00 0.00 -0.01 0.18
H 0.259707 2.227736 -6.014120 0.00 -0.01 -0.01 0.44
H 2.630225 1.097402 -5.309139 0.00 0.01 0.01 0.40
H 1.450524 0.205147 -6.249603 -0.01 -0.01 0.00 0.28
H 2.453498 -0.917147 -4.047857 0.01 0.02 -0.01 0.51
H 0.751456 -1.111646 -4.401733 -0.01 0.01 0.01 0.23
H 1.914547 1.014119 -2.559183 0.02 0.00 0.00 0.00
H 1.160194 -0.479637 -2.044330 -0.06 0.01 0.03 -0.72
H -3.252486 -0.497287 -1.750842 -0.01 0.00 0.00 -0.04
H -2.460855 -0.148439 -3.263985 0.02 0.01 -0.02 0.19
H -4.910977 -0.284516 -3.591579 -0.01 -0.01 0.02 0.37
H -4.332574 1.352331 -3.928777 -0.02 -0.02 0.00 0.30
H -5.624484 0.402765 -1.332657 -0.01 0.01 -0.01 0.31
H -6.382360 1.474517 -2.507000 0.01 0.03 -0.02 0.45
H -5.373041 2.714950 -0.537450 -0.01 -0.01 0.00 0.40
H -4.634983 3.193848 -2.070094 0.00 -0.01 0.00 0.27
H -3.469621 1.183736 -0.071215 -0.02 -0.01 0.02 0.11
H -2.888768 2.815335 -0.367288 0.01 0.01 -0.01 0.26
H -1.790634 3.639421 -3.049514 -0.01 -0.04 0.00 0.22
H -0.213604 4.424239 -3.007154 0.01 0.02 0.00 0.39
H -2.783627 5.137857 -1.589461 0.01 0.01 0.01 0.21
H -1.574136 6.199715 -2.301387 0.01 -0.01 0.00 0.45
H -1.621918 4.916495 0.445480 0.02 -0.02 -0.01 0.25
H -1.189175 6.564210 0.016238 0.00 0.01 -0.01 0.46
H 0.883612 5.325961 0.611316 -0.01 0.00 0.00 0.47
H 0.888712 5.630169 -1.118364 -0.01 -0.01 0.00 0.36
H 0.365672 3.042823 0.390861 -0.02 -0.04 -0.01 -0.27
H 1.435751 3.311463 -0.983161 0.00 0.01 -0.01 -0.10
```
Positions in Å, forces in eV/Å.

Summary:
HOMO level in eV: -1.14
Lowest unoccupied orbital energy in eV: 4.25
ΔE to the lowest compared entry with this formula, charge and spin in kcal per mole: 102.4
Gap between HOMO and LUMO in Ha: 0.1980
Total charge: -2
Total energy in eV: -86828.529
Maximum force in eV/A: 0.76